Record 1
This record from OMol25 describes a cluster of 2 separate species, C2H5PS in total. The level of theory is ωB97M-V/def2-TZVPD.

Output
Energy relative to the best compared isomer or geometry (same formula, charge and spin): 2.670 eV
LUMO energy: -0.386 eV
Multiplicity: 1
HOMO-LUMO gap: 7.66 eV

Bonds (Å) are listed after each position.
Positions of all 9 atoms, in Å:
1 C -0.38645 1.04565 0.99730  C2 1.483, S4 1.817, H5 1.169, H6 1.161
2 C 0.57831 0.32480 0.13210  C1 1.483, S4 1.665, H7 1.038
3 P -0.29183 -1.96658 -0.82067  H8 1.342, H9 1.380
4 S 0.20555 1.79953 -0.54579  C1 1.817, C2 1.665
5 H -1.52454 0.78002 1.02686  C1 1.169
6 H -0.01494 1.56992 1.96407  C1 1.161
7 H 1.53069 0.14170 0.50304  C2 1.038
8 H 0.92814 -2.15498 -1.34738  P3 1.342
9 H -1.02494 -1.54005 -1.90953  P3 1.380

How positive or negative is each atom? The Löwdin charges in e answer that: number 1, C, carries -0.486; number 2, C, carries -0.726; number 3, P, carries 0.699; number 4, S, carries 0.785; number 5, H, carries 0.096; number 6, H, carries 0.093; number 7, H, carries 0.014; number 8, H, carries -0.256; number 9, H, carries -0.220



Record 2
This record from OMol25 describes the molecule C4H8OS. The level of theory is ωB97M-V/def2-TZVPD.

Output
Energy relative to the best compared isomer or geometry (same formula, charge and spin): 2.000 eV
LUMO energy: 0.828 eV
SMILES: C[C@@H](S)[C@@H]1CO1
Multiplicity: 1
HOMO-LUMO gap: 10.06 eV

Bonds (Å) are listed after each position.
Positions of all 14 atoms, in Å:
1 C -1.62012 0.92849 0.18646  C2 1.454, H5 1.111, H6 1.074, H7 1.112
2 C -0.21902 0.54639 0.26617  C1 1.454, C3 1.486, H8 1.058, S14 1.807
3 C 0.15853 -0.82969 -0.14723  C2 1.486, C4 1.484, H10 1.057, O13 1.386
4 C 1.42734 -1.05532 -0.88372  C3 1.484, H11 1.107, H12 1.116, O13 1.542
5 H -2.09562 0.59157 1.13292  C1 1.111
6 H -1.80225 1.98513 0.12389  C1 1.074
7 H -2.16539 0.42174 -0.63918  C1 1.112
8 H 0.22190 1.11711 -0.50829  C2 1.058
9 H 1.52029 0.04040 1.74496  S14 1.326
10 H -0.19929 -1.52944 0.56002  C3 1.057
11 H 2.13159 -1.89855 -0.74908  C4 1.107
12 H 1.95199 -0.19049 -1.35557  C4 1.116
13 O 0.01059 -1.19320 -1.47660  C3 1.386, C4 1.542
14 S 0.67948 1.06587 1.74526  C2 1.807, H9 1.326

How positive or negative is each atom? The Löwdin charges in e answer that: number 1, C, carries -0.125; number 2, C, carries -0.742; number 3, C, carries -0.443; number 4, C, carries -0.017; number 5, H, carries 0.087; number 6, H, carries 0.075; number 7, H, carries 0.105; number 8, H, carries 0.079; number 9, H, carries -0.145; number 10, H, carries 0.136; number 11, H, carries 0.112; number 12, H, carries 0.122; number 13, O, carries -0.028; number 14, S, carries 0.784



Record 3
This record from OMol25 describes the molecule C24H29N3O2. The level of theory is ωB97M-V/def2-TZVPD.

Output
Energy relative to the best compared isomer or geometry (same formula, charge and spin): 2.263 eV
LUMO energy: 0.664 eV
SMILES: COc1ccc(CC2(CO)CCN(Cc3cccn3-c3ccccn3)CC2)cc1
Multiplicity: 1
HOMO-LUMO gap: 8.72 eV

Bonds (Å) are listed after each position.
Positions of all 58 atoms, in Å:
1 C -1.88719 -0.92660 -5.82651  H2 1.095, O3 1.405, H57 1.095, H58 1.089
2 H -1.97877 -1.76028 -5.12225  C1 1.095
3 O -1.67483 0.29254 -5.16027  C1 1.405, C4 1.364
4 C -0.55639 0.42733 -4.39093  O3 1.364, C5 1.395, C9 1.389
5 C -0.39574 1.66131 -3.76033  C4 1.395, C6 1.378, H56 1.079
6 C 0.69715 1.89758 -2.95444  C5 1.378, C7 1.393, H55 1.081
7 C 1.66169 0.91548 -2.74026  C6 1.393, C8 1.388, C12 1.500
8 C 1.50582 -0.29784 -3.39535  C7 1.388, C9 1.385, H11 1.081
9 C 0.41376 -0.55048 -4.20970  C4 1.389, C8 1.385, H10 1.079
10 H 0.33570 -1.50996 -4.69697  C9 1.079
11 H 2.25710 -1.06589 -3.27835  C8 1.081
12 C 2.82140 1.15843 -1.82120  C7 1.500, H13 1.093, H14 1.091, C15 1.552
13 H 3.08832 2.21744 -1.85172  C12 1.093
14 H 3.68404 0.57806 -2.15115  C12 1.091
15 C 2.55367 0.77914 -0.34023  C12 1.552, C16 1.535, C20 1.535, C50 1.539
16 C 1.39146 1.61319 0.21531  C15 1.535, C17 1.532, H48 1.090, H49 1.092
17 C 0.87847 1.10623 1.56701  C16 1.532, N18 1.451, H46 1.093, H47 1.095
18 N 0.52305 -0.30031 1.56348  C17 1.451, C19 1.452, C25 1.465
19 C 1.66332 -1.09703 1.14671  N18 1.452, C20 1.532, H23 1.094, H24 1.094
20 C 2.22092 -0.71540 -0.22868  C15 1.535, C19 1.532, H21 1.090, H22 1.090
21 H 3.12427 -1.29330 -0.42534  C20 1.090
22 H 1.48150 -0.96959 -0.98874  C20 1.090
23 H 1.36525 -2.14940 1.14006  C19 1.094
24 H 2.43620 -0.97549 1.91196  C19 1.094
25 C -0.69383 -0.61614 0.81052  N18 1.465, C26 1.491, H44 1.100, H45 1.097
26 C -1.87003 0.20975 1.20830  C25 1.491, C27 1.370, N30 1.378
27 C -2.43231 1.23153 0.48913  C26 1.370, C28 1.412, H43 1.073
28 C -3.58091 1.67232 1.18215  C27 1.412, C29 1.361, H42 1.072
29 C -3.69411 0.89572 2.29392  C28 1.361, N30 1.371, H41 1.071
30 N -2.65083 0.00677 2.32595  C26 1.378, C29 1.371, C31 1.392
31 C -2.51275 -0.93348 3.34361  N30 1.392, N32 1.330, C36 1.396
32 N -3.64840 -1.28260 3.94134  C31 1.330, C33 1.319
33 C -3.60422 -2.16376 4.92203  N32 1.319, C34 1.385, H40 1.082
34 C -2.43219 -2.75485 5.36427  C33 1.385, C35 1.388, H39 1.078
35 C -1.24544 -2.37355 4.75411  C34 1.388, C36 1.383, H38 1.081
36 C -1.27198 -1.44308 3.73173  C31 1.396, C35 1.383, H37 1.079
37 H -0.36774 -1.09492 3.25730  C36 1.079
38 H -0.30297 -2.78997 5.08004  C35 1.081
39 H -2.44541 -3.47806 6.16421  C34 1.078
40 H -4.56049 -2.40471 5.36819  C33 1.082
41 H -4.41988 0.89472 3.08098  C29 1.071
42 H -4.23843 2.46507 0.88542  C28 1.072
43 H -2.06621 1.61635 -0.44342  C27 1.073
44 H -0.55982 -0.47645 -0.27237  C25 1.100
45 H -0.90619 -1.67715 0.98908  C25 1.097
46 H -0.00263 1.68189 1.86019  C17 1.093
47 H 1.64105 1.24267 2.34037  C17 1.095
48 H 0.56521 1.57148 -0.49449  C16 1.090
49 H 1.69623 2.65708 0.31587  C16 1.092
50 C 3.84468 1.09003 0.43840  C15 1.539, O51 1.413, H53 1.098, H54 1.100
51 O 4.90812 0.31279 -0.07261  C50 1.413, H52 0.962
52 H 5.71029 0.53028 0.41119  O51 0.962
53 H 3.70303 0.87498 1.50551  C50 1.098
54 H 4.07371 2.16144 0.33733  C50 1.100
55 H 0.80920 2.86719 -2.49061  C6 1.081
56 H -1.14432 2.42083 -3.92297  C5 1.079
57 H -1.08498 -1.14084 -6.54067  C1 1.095
58 H -2.82565 -0.80851 -6.36611  C1 1.089

How positive or negative is each atom? The Löwdin charges in e answer that: number 1, C, carries -0.094; number 2, H, carries 0.095; number 3, O, carries -0.087; number 4, C, carries -0.279; number 5, C, carries 0.001; number 6, C, carries -0.046; number 7, C, carries -0.239; number 8, C, carries -0.043; number 9, C, carries -0.015; number 10, H, carries 0.102; number 11, H, carries 0.119; number 12, C, carries -0.091; number 13, H, carries 0.128; number 14, H, carries 0.123; number 15, C, carries -0.416; number 16, C, carries -0.102; number 17, C, carries -0.163; number 18, N, carries -0.191; number 19, C, carries -0.168; number 20, C, carries -0.105; number 21, H, carries 0.124; number 22, H, carries 0.099; number 23, H, carries 0.123; number 24, H, carries 0.120; number 25, C, carries -0.123; number 26, C, carries -0.222; number 27, C, carries -0.047; number 28, C, carries -0.075; number 29, C, carries -0.075; number 30, N, carries 0.016; number 31, C, carries -0.242; number 32, N, carries 0.126; number 33, C, carries -0.143; number 34, C, carries -0.074; number 35, C, carries -0.062; number 36, C, carries 0.012; number 37, H, carries 0.092; number 38, H, carries 0.106; number 39, H, carries 0.097; number 40, H, carries 0.105; number 41, H, carries 0.108; number 42, H, carries 0.092; number 43, H, carries 0.101; number 44, H, carries 0.124; number 45, H, carries 0.131; number 46, H, carries 0.120; number 47, H, carries 0.119; number 48, H, carries 0.095; number 49, H, carries 0.129; number 50, C, carries -0.213; number 51, O, carries -0.053; number 52, H, carries 0.094; number 53, H, carries 0.116; number 54, H, carries 0.130; number 55, H, carries 0.117; number 56, H, carries 0.118; number 57, H, carries 0.095; number 58, H, carries 0.092



Record 4
This record from OMol25 describes the molecule C7H13NS. The level of theory is ωB97M-V/def2-TZVPD.

Output
Energy relative to the best compared isomer or geometry (same formula, charge and spin): 3.463 eV
LUMO energy: 0.598 eV
SMILES: CCCCCCN=C=S
Multiplicity: 1
HOMO-LUMO gap: 9.47 eV

Bonds (Å) are listed after each position.
Positions of all 22 atoms, in Å:
1 C -0.28767 -1.10257 2.07853  C2 1.630, H8 1.157, H9 1.141, H10 1.130
2 C -0.94899 -1.69821 0.71240  C1 1.630, C3 1.643, H11 1.247, H12 1.135
3 C -1.08666 -0.61389 -0.51425  C2 1.643, C4 1.593, H13 1.111, H14 1.162
4 C 0.22224 -0.72244 -1.41528  C3 1.593, C5 1.476, H15 1.085, H16 1.060
5 C 1.30936 0.23376 -1.12667  C4 1.476, C6 1.549, H17 1.142, H18 1.270
6 C 1.07414 1.75919 -0.99120  C5 1.549, H19 1.162, H20 1.102, N21 1.400
7 C -0.39861 2.73027 0.92193  N21 1.206, S22 1.667
8 H -0.14071 -2.12168 2.60701  C1 1.157
9 H -1.05940 -0.76773 2.84953  C1 1.141
10 H 0.63124 -0.45040 1.98734  C1 1.130
11 H -2.11432 -1.81222 1.14246  C2 1.247
12 H -0.40648 -2.58866 0.26322  C2 1.135
13 H -1.47458 0.42625 -0.48063  C3 1.111
14 H -1.94457 -0.97009 -1.21182  C3 1.162
15 H 0.61710 -1.69354 -1.69692  C4 1.085
16 H -0.05546 -0.37799 -2.37856  C4 1.060
17 H 2.16397 0.32748 -1.87823  C5 1.142
18 H 2.13646 -0.16956 -0.25139  C5 1.270
19 H 0.56907 1.96650 -2.01732  C6 1.162
20 H 2.01832 2.32658 -1.03673  C6 1.102
21 N 0.24072 2.23383 0.02802  C6 1.400, C7 1.206
22 S -1.06516 3.08510 2.40854  C7 1.667

How positive or negative is each atom? The Löwdin charges in e answer that: number 1, C, carries -0.142; number 2, C, carries -0.214; number 3, C, carries -0.185; number 4, C, carries -0.248; number 5, C, carries -0.254; number 6, C, carries -0.229; number 7, C, carries -0.679; number 8, H, carries 0.069; number 9, H, carries 0.066; number 10, H, carries 0.062; number 11, H, carries 0.143; number 12, H, carries 0.099; number 13, H, carries 0.090; number 14, H, carries 0.110; number 15, H, carries 0.111; number 16, H, carries 0.083; number 17, H, carries 0.115; number 18, H, carries 0.164; number 19, H, carries 0.150; number 20, H, carries 0.125; number 21, N, carries 0.035; number 22, S, carries 0.529



So what do the calculations give for max |F|? Going down the list: 4.2 3.5 1.1 6.9 eV/Å.